(1)
Molecular formula: C4H12N2
Method: DFT, wB97M-V/def2-TZVPD

Kohn-Sham gap (eV): 9.63
Lowest unoccupied orbital energy (eV): 1.0658
HOMO energy (eV): -8.57
SMILES string: CNCCNC
Max |F| (eV/Å): 4.30

Positions of all 18 atoms, in Å:
N  -1.679892  -0.914980  0.773851
N  1.137173  1.300135  -0.316702
C  1.623330  1.732482  -1.671078
C  -0.781347  0.150609  0.762167
C  0.061188  0.282095  -0.537812
C  -0.994684  -2.122425  1.219953
H  -0.966385  -2.165349  2.539425
H  -0.508062  0.713662  -1.384759
H  2.551156  2.365975  -1.426259
H  -1.731834  -2.971068  0.730651
H  -0.046497  0.069990  1.539831
H  0.457342  -0.668552  -0.923958
H  0.201217  -2.313099  0.719662
H  1.989360  0.786107  -2.352991
H  0.746444  2.396429  -2.142248
H  -2.611283  -0.767073  1.282055
H  1.809882  0.950223  0.349592
H  -1.257107  1.174837  0.838620

Atoms 1-3, force components in eV/Å:
N -1.499 -1.169 0.573
N -1.536 -0.621 -1.668
C 0.881 -0.148 0.655

***

(2)
Molecular formula: C2H2N2O2
Method: DFT, wB97M-V/def2-TZVPD

Kohn-Sham gap (eV): 10.70
Lowest unoccupied orbital energy (eV): 0.4291
HOMO energy (eV): -10.28
SMILES string: N#CC(=O)NO
Max |F| (eV/Å): 4.44

Positions of all 8 atoms, in Å:
O  -0.891870  -0.611434  -1.130308
O  1.242941  1.408446  -1.183219
N  -0.818254  -1.010387  2.229373
N  0.766154  0.603826  -0.214871
C  -0.251167  -0.256528  -0.203943
C  -0.518147  -0.636268  1.176084
H  0.859307  0.978985  -2.037622
H  1.312702  0.847625  0.611482

Atoms 1-3, force components in eV/Å:
O -1.342 -0.773 -2.196
O -1.349 -1.019 -4.100
N 0.428 0.544 -1.118

***

(3)
Molecular formula: C4H6N2O
Method: DFT, wB97M-V/def2-TZVPD

Kohn-Sham gap (eV): 11.47
Lowest unoccupied orbital energy (eV): 0.7280
HOMO energy (eV): -10.74
SMILES string: [H]/N=C/OCCC#N
Max |F| (eV/Å): 1.37

Positions of all 13 atoms, in Å:
O  0.770856  1.155191  -0.393034
N  0.633424  -0.618644  -1.836990
N  -1.961056  -0.634659  2.955072
C  -0.356033  -0.547122  0.941114
C  1.228571  0.413499  -1.410716
C  -1.408286  -0.660732  1.941450
C  -0.480544  0.759531  0.160527
H  -0.293175  -1.412351  0.282784
H  -1.225560  0.662833  -0.634117
H  2.160473  0.845117  -1.783669
H  0.547636  -0.507848  1.558532
H  -0.757679  1.572686  0.834398
H  1.141373  -1.027502  -2.615350

Atoms 1-3, force components in eV/Å:
O 0.057 -0.014 -0.102
N 0.220 0.307 0.005
N -0.202 -0.164 -0.925

***

(4)
Molecular formula: C52H83ClN12O5
Method: DFT, wB97M-V/def2-TZVPD

Kohn-Sham gap (eV): 7.53
Lowest unoccupied orbital energy (eV): -0.0963
HOMO energy (eV): -7.62
Max |F| (eV/Å): 1.31

Positions of all 153 atoms, in Å:
Cl  3.115333  4.232845  0.704033
O  0.463202  -0.839991  1.378075
O  2.472068  3.116474  1.352252
O  4.276233  4.553401  1.493098
O  2.200730  5.347119  0.666691
O  3.524928  3.868951  -0.639202
N  1.193536  2.193097  -5.786073
N  -3.052827  -5.503086  2.310893
N  1.981406  -5.211460  8.391801
N  -2.426095  3.218968  -1.924727
N  0.792912  3.989782  3.409597
N  0.600545  0.067102  -1.406814
N  -4.333831  1.237257  -3.597088
N  1.826816  -0.628307  5.675296
N  -4.852119  0.923612  -0.534912
N  4.853640  0.948308  0.616019
N  -3.115848  -2.523979  4.178142
N  -0.776736  -3.372475  -5.039502
C  1.877498  2.061905  -6.699159
C  2.520047  -3.761154  3.683784
C  -1.652122  3.233112  -3.056739
C  5.250062  0.333466  -0.535743
C  -0.665400  2.347480  3.655579
C  -4.019375  0.732008  1.523944
C  1.036002  -1.361428  -1.391911
C  -4.679629  -1.003723  4.585325
C  2.692727  -3.903686  5.204465
C  0.466052  -3.783360  -4.637991
C  -4.924609  1.684129  -4.475016
C  5.307915  -0.084821  6.452331
C  -1.024689  -4.877009  2.952333
C  -0.490885  3.925672  -2.792882
C  1.792764  -4.958823  7.288075
C  -0.287185  3.404972  2.858555
C  1.377661  -2.806619  -4.951894
C  -1.549843  -5.795498  3.896360
C  -6.496872  3.459829  -5.145006
C  -0.685518  -2.110455  -5.554420
C  4.134591  0.069778  1.376170
C  -3.494257  -0.620033  5.249950
C  -0.539052  4.260989  -1.410746
C  0.606685  0.532731  1.099220
C  2.573268  0.825182  -2.833439
C  1.066616  0.724405  -2.677140
C  1.114190  3.386894  4.605194
C  1.554645  -4.638309  5.885331
C  -2.545754  -1.574004  4.975040
C  -0.175229  -0.982362  2.626658
C  -0.904580  0.115267  -1.326523
C  -1.969134  -4.753894  1.948246
C  -2.808952  -6.149630  3.493513
C  2.608468  0.159064  5.376808
C  2.680019  0.494006  -8.465069
C  -4.423567  -0.375971  -0.403492
C  1.196375  0.831721  -0.247293
C  -1.747736  3.856436  -0.915459
C  -3.985131  -0.528994  0.882788
C  1.256455  0.120021  -8.876387
C  2.768643  1.887768  -7.844402
C  -5.619629  2.282387  -5.608113
C  -1.600339  -0.527020  -2.496033
C  0.219151  2.355060  4.766796
C  -5.759008  4.586648  -4.442766
C  4.123273  -1.151689  0.731313
C  -4.586351  1.602430  0.625934
C  5.044917  0.639777  5.129821
C  4.886649  -0.980821  -0.459761
C  3.610683  1.147304  4.974554
C  0.626316  -1.730725  -5.511127
C  -4.414448  -2.183706  3.921910
H  -3.875161  -5.588164  1.741740
H  3.456466  -3.419379  3.250595
H  1.236625  -0.882268  -9.306348
H  -3.359349  2.865897  -1.823892
H  0.281607  4.174701  -3.499634
H  1.085862  1.876493  -0.539639
H  2.317918  -4.739632  3.237201
H  0.915034  -1.755297  -2.402168
H  5.239986  0.563827  7.326877
H  -7.074623  3.840937  -5.986681
H  -5.631788  -0.499912  4.573769
H  -6.538547  5.268821  -4.089775
H  2.448802  -2.774787  -4.851052
H  0.577216  -4.738303  -4.150170
H  -2.675186  -0.481669  -2.321922
H  1.412799  -5.579169  5.341570
H  -1.533500  1.719752  3.542883
H  -1.501866  -1.611938  -2.607249
H  1.964282  3.776073  5.137113
H  4.568811  -0.878102  6.587746
H  3.125637  -0.264785  -7.823125
H  3.276089  0.525029  -9.378948
H  -4.836009  2.630273  -6.292377
H  3.645825  -4.417334  5.366109
H  3.727443  -2.045674  1.181898
H  -0.053628  -4.415224  2.880970
H  5.099867  -1.761663  -1.174373
H  -3.539230  -6.837018  3.882370
H  4.959225  1.942775  0.758792
H  -2.600846  -3.280200  3.750347
H  3.395746  1.557906  3.991598
H  0.586456  -4.131274  5.840526
H  6.293707  -0.547969  6.460930
H  2.878019  -2.906457  5.604858
H  -5.151637  5.208131  -5.102427
H  5.258343  -0.033238  4.297902
H  -1.203304  -0.603969  2.625944
H  3.176063  -0.051225  -2.600921
H  -0.099280  -2.003720  2.989169
H  0.521559  0.124634  -8.071811
H  -5.154284  4.290592  -3.587528
H  0.614659  0.172353  -3.496672
H  -3.270245  0.289751  5.783896
H  -1.610818  -3.918650  -4.936711
H  -4.514414  -1.092032  -1.201227
H  -1.163377  -0.418799  -0.413474
H  -1.982387  -4.210404  1.018622
H  0.150127  1.744748  5.654154
H  2.948885  1.667300  -2.248561
H  1.232689  1.048946  1.834554
H  0.152205  4.854149  -0.828128
H  -1.172746  1.167411  -1.231073
H  3.635606  0.423482  2.257300
H  -1.511911  -1.697802  5.257258
H  -5.161318  1.319033  -1.404293
H  3.758200  2.125368  -7.442493
H  -7.233927  3.018635  -4.467084
H  5.711861  0.928057  -1.306469
H  -4.813166  2.656866  0.661002
H  0.922859  0.805877  -9.658225
H  0.651839  1.730101  -2.682370
H  -6.183932  1.577391  -6.216848
H  1.356696  4.686009  2.950659
H  2.266843  0.633395  -0.279182
H  -1.965968  2.772418  -3.978602
H  1.676517  -3.095670  3.496994
H  1.013393  -0.805437  -5.909646
H  -3.674332  1.027200  2.500780
H  2.092036  -1.438679  -1.146685
H  -3.583663  -1.412143  1.358772
H  -1.393223  -0.071876  -3.460619
H  -1.081347  -6.096396  4.819669
H  2.519212  2.691016  -8.541656
H  2.782188  1.071789  -3.875933
H  -5.030022  -2.795613  3.284286
H  0.311440  -0.361739  3.390780
H  -0.678640  3.776866  1.925003
H  -0.352690  1.060322  1.187871
H  -2.169336  3.985250  0.067026
H  5.716354  1.497977  5.092100
H  0.431446  -1.928648  -0.695112
H  3.427183  1.961867  5.686190
H  -1.532200  -1.501481  -5.825783

Atoms 1-3, force components in eV/Å:
Cl 0.602 0.007 -0.002
O 0.104 -0.048 -0.144
O -0.379 -0.704 -0.261

***

(5)
Molecular formula: C11H11NO2
Method: DFT, wB97M-V/def2-TZVPD

Kohn-Sham gap (spin up / spin down) (eV): 6.57 / 7.19
Lowest unoccupied orbital energy (spin up / spin down) (eV): 0.6240 / -1.8758
HOMO energy (spin up / spin down) (eV): -5.94 / -9.07
Max |F| (eV/Å): 10.79
Spin multiplicity: 3

Positions of all 25 atoms, in Å:
O  -0.721295  2.975551  0.454590
O  -3.316693  1.532865  -0.075945
N  -2.600093  0.522306  -0.206739
C  -0.409300  -0.659582  -0.058161
C  2.197838  1.961012  0.052238
C  0.939655  -0.099055  -0.133520
C  -3.257367  -0.756634  -0.688225
C  -0.560587  -1.609554  1.161275
C  -0.381512  1.873437  0.219922
C  2.055446  -0.869781  -0.297047
C  3.241161  -0.247055  -0.342459
C  3.292945  1.134040  -0.274268
C  -1.342556  0.467822  -0.008451
C  0.972811  1.282882  0.081680
H  -3.294408  -0.887284  -1.743063
H  4.133114  -0.741699  -0.458842
H  -0.694715  -1.179446  -0.917102
H  2.074414  -1.907240  -0.387764
H  -0.024867  -1.090655  1.919242
H  4.284501  1.702045  -0.223256
H  -4.274520  -0.494660  -0.441700
H  -1.551706  -1.875540  1.310035
H  -2.813844  -1.605726  -0.145691
H  -0.093374  -2.488865  1.028800
H  2.144952  3.060814  0.174461

Atoms 1-3, force components in eV/Å:
O -0.562 2.039 0.344
O -0.830 2.076 0.456
N -5.264 -4.634 -2.278

***

(6)
Molecular formula: C3HCl2F4N
Method: DFT, wB97M-V/def2-TZVPD

Kohn-Sham gap (spin up / spin down) (eV): 8.32 / 8.03
Lowest unoccupied orbital energy (spin up / spin down) (eV): -1.1949 / -1.2549
HOMO energy (spin up / spin down) (eV): -9.51 / -9.29
Max |F| (eV/Å): 3.73

Positions of all 11 atoms, in Å:
Cl  0.905023  -1.699833  1.778450
Cl  2.595716  1.371693  -0.747870
F  0.754605  0.465380  -2.158067
F  -1.483488  -0.729572  2.192020
F  0.096715  0.855293  1.756952
F  0.156062  2.156055  -1.022647
N  -1.371945  -1.322449  -0.645034
C  -0.425796  -0.350831  1.462669
C  -0.774357  -0.481240  0.039524
C  0.838970  1.037087  -0.982575
H  -1.291505  -1.301584  -1.673421

Atoms 1-3, force components in eV/Å:
Cl -1.177 1.656 -0.301
Cl -0.890 -0.239 0.617
F -0.329 -0.709 -1.294